ORCA calculation (the ωB97M-V functional and the def2-TZVPD basis) on the molecule C3H3NOS2 at a distorted geometry.

Positions of all 10 atoms, in Å:
C -0.12832 -0.91287 0.05577
C 0.43067 0.60831 0.03619
C -1.46389 -1.12323 -0.06204
N 1.71354 0.90006 -0.18739
O -2.17168 -2.09497 -0.15482
S -0.74977 1.75991 -0.02762
S -2.39113 0.56245 -0.06840
H 0.35248 -1.71159 0.55716
H 2.30978 0.12487 -0.21262
H 2.09832 1.88706 0.06377

Forces on atoms 1 to 2 (eV/Å):
2.0 4.6 0.5
-1.7 -6.3 0.8

HOMO (spin up / spin down)   -5.59 / -8.19 eV
2S+1   3
F_max   0.12839 Eh/bohr
ΔE to the lowest compared entry with this formula, charge and spin   26.4 kcal per mole
Molar mass   133.20 g mol⁻¹
Net charge   0

---

ORCA calculation (the ωB97M-V functional and the def2-TZVPD basis) on the molecule C3H3NS2 at a distorted geometry.

Positions of all 9 atoms, in Å:
C -0.12431 -0.10664 -0.01598
C -0.26006 -1.44941 0.00501
C -2.46934 0.46805 -0.01403
N -1.22002 0.76819 -0.00873
S -3.99650 0.79183 0.00522
S -1.74937 -2.25478 -0.00206
H 0.83290 0.38184 -0.03060
H 0.63380 -2.05251 0.02317
H -0.95881 1.75268 0.01005

Forces on atoms 1 to 2 (eV/Å):
0.9 -0.8 0.1
-0.3 0.4 0.0

HOMO (spin up / spin down)   -7.57 / -7.57 eV
2S+1   1
F_max   0.03076 Eh/bohr
ΔE to the lowest compared entry with this formula, charge and spin   37.1 kcal per mole
Molar mass   117.20 g mol⁻¹
Net charge   0

---

ORCA calculation (the ωB97M-V functional and the def2-TZVPD basis) on a 2-piece molecular cluster, C3H3NS2 overall at a distorted geometry.

Positions of all 9 atoms, in Å:
C 0.36269 1.03513 0.52446
C -1.60706 1.49419 2.34106
C -0.36758 -1.23616 0.37632
N -0.14491 -0.02251 0.31755
S -2.41893 2.52404 1.50950
S -1.18500 0.34614 3.24553
H -0.10995 1.93563 0.83090
H 0.01998 -1.81655 1.21828
H -0.71698 -1.90369 -0.50332

Forces on atoms 1 to 2 (eV/Å):
1.5 1.3 -0.9
-2.0 0.5 -0.1

HOMO   -7.93 eV
2S+1   1
F_max   0.10032 Eh/bohr
ΔE to the lowest compared entry with this formula, charge and spin   68.4 kcal per mole
Molar mass   117.20 g mol⁻¹
Net charge   0

---

ORCA calculation (the ωB97M-V functional and the def2-TZVPD basis) on C3H3NaO4 as an isolated structure at a distorted geometry.

Positions of all 11 atoms, in Å:
H 2.18404 0.45577 -0.70434
C 1.29385 0.53177 -0.05262
C 0.89201 -0.63722 0.52086
O 1.46822 -1.84133 -0.13547
C 1.11504 -2.96866 -0.25640
O 0.93849 -4.09359 -0.29129
Na -1.32920 3.24732 -0.07264
O 0.63863 1.61520 -0.02968
H 0.14055 -0.90656 1.25082
O -3.41034 2.67459 -0.24501
H -3.93126 1.92272 0.01577

Forces on atoms 1 to 2 (eV/Å):
0.0 0.0 0.1
-1.2 1.3 -1.4

HOMO   -6.73 eV
2S+1   1
F_max   0.04431 Eh/bohr
ΔE to the lowest compared entry with this formula, charge and spin   111.3 kcal per mole
Molar mass   126.04 g mol⁻¹
Net charge   0

---

ORCA calculation (the ωB97M-V functional and the def2-TZVPD basis) on an isolated ion of composition C3H3O2 and charge +1 at a distorted geometry.

Positions of all 8 atoms, in Å:
C -0.62145 0.38928 -0.09659
C 0.11677 0.92886 0.79558
C 0.77218 -1.33081 -0.54875
O -0.38550 -0.72978 -0.82227
O 1.55241 -0.93419 0.26009
H -1.59354 0.84341 -0.35833
H 0.60582 1.48634 1.56261
H 0.89176 -2.22385 -1.18146

Forces on atoms 1 to 2 (eV/Å):
-1.1 -0.1 -0.8
1.3 -1.3 -0.2

HOMO   -17.56 eV
2S+1   1
F_max   0.03572 Eh/bohr
ΔE to the lowest compared entry with this formula, charge and spin   63.2 kcal per mole
Molar mass   71.06 g mol⁻¹
Net charge   +1

---

ORCA calculation (the ωB97M-V functional and the def2-TZVPD basis) on an isolated ion of composition C3H3O2 and charge +1 at a distorted geometry.

Positions of all 8 atoms, in Å:
C -0.57095 -0.28359 0.02260
C -0.89377 0.94566 0.01427
C 1.72424 -0.26321 -0.00087
O 0.57455 -0.97615 0.01205
O 1.79081 0.91700 0.01186
H -1.43780 -0.97933 0.05369
H -1.29435 1.93342 -0.02668
H 2.56136 -0.98383 -0.03153

Forces on atoms 1 to 2 (eV/Å):
0.1 -7.2 0.2
-0.1 5.7 -0.2

HOMO (spin up / spin down)   -15.76 / -17.21 eV
2S+1   3
F_max   0.14049 Eh/bohr
ΔE to the lowest compared entry with this formula, charge and spin   2.4 kcal per mole
Molar mass   71.06 g mol⁻¹
Net charge   +1